9
Properties=species:S:1:pos:R:3:forces:R:3 method="wB97M-V/def2-TZVPD" total_energy_ha=-433.87846 orbital_gap_ha="0.295 / 0.203" lumo_energy_ha="-0.2849 / -0.3265" homo_energy_ev="-15.79 / -14.40" total_charge=+1
C 0.268 0.679 0.291 1.0 -2.2 2.9
C -0.872 -0.038 -0.397 1.0 1.2 0.0
C -0.130 1.284 -0.781 -2.1 -0.3 -1.6
H 0.679 0.735 1.293 0.3 0.3 -0.5
H -1.847 -0.021 0.118 0.1 0.2 -0.7
H -0.633 -0.978 -0.924 -0.1 0.7 0.0
H -0.291 2.242 -1.273 0.3 -0.4 0.0
O 1.935 -1.338 0.754 0.2 1.5 -0.4
Al 0.891 -2.566 0.919 -0.5 -0.9 0.2